Computed, not measured: 4 unconnected molecules or ions with the total composition C18H44ClO16P3, with ωB97M-V/def2-TZVPD.

The HOMO-LUMO gap comes out at 0.363 Ha. Its lowest unoccupied orbital energy is 0.0032 Eh. Its SMILES is CO[C@@H](COCCC(=O)O)C[C@H](C)Cl.COP(=O)(OC)OC.COP(=O)(OC)OC.COP(=O)(OC)OC.

```
! RIJCOSX wB97M-V def2-TZVPD def2/J DEFGRID3
* xyz 0 1
C 1.212 1.497 3.800
O 2.155 0.926 2.808
C 1.401 0.148 1.791
C 1.246 1.117 0.478
O -0.011 1.907 0.696
C -1.036 1.472 -0.306
C -1.487 -0.091 -0.062
C -3.005 -0.362 -0.706
O -3.605 0.509 -1.558
O -3.674 -1.630 -0.264
C 2.047 -1.329 1.495
C 3.263 -1.352 0.396
C 3.447 -2.956 -0.042
Cl 4.873 -0.922 1.285
H 0.921 0.603 4.534
H 1.711 2.399 4.398
H 0.218 1.918 3.311
H 0.316 -0.035 2.247
H 2.125 1.914 0.545
H 1.221 0.564 -0.553
H -0.526 1.660 -1.366
H -1.927 2.249 -0.197
H -1.540 -0.310 1.106
H -0.788 -0.878 -0.585
H -3.157 -1.921 0.564
H 2.518 -1.698 2.528
H 1.188 -2.035 1.113
H 3.083 -0.705 -0.562
H 2.722 -3.656 0.594
H 3.242 -3.146 -1.178
H 4.557 -3.295 0.174
C 5.212 1.987 -0.767
O 6.009 3.072 -0.339
P 7.434 3.276 -1.059
O 7.376 3.402 -2.548
O 8.314 2.035 -0.525
C 8.389 1.795 0.866
O 8.059 4.547 -0.294
C 9.367 4.937 -0.659
H 4.217 2.358 -1.028
H 5.642 1.479 -1.635
H 5.120 1.272 0.055
H 7.925 0.830 1.081
H 7.886 2.571 1.450
H 9.440 1.758 1.159
H 9.545 4.788 -1.727
H 10.092 4.356 -0.082
H 9.497 5.996 -0.425
C -1.211 -8.664 0.315
O -1.083 -7.823 -0.813
P -1.243 -6.239 -0.579
O -0.320 -5.657 0.444
O -2.811 -6.056 -0.250
C -3.766 -6.617 -1.127
O -1.088 -5.626 -2.060
C -1.255 -4.230 -2.198
H -0.334 -9.314 0.374
H -1.297 -8.095 1.244
H -2.103 -9.284 0.192
H -4.321 -7.392 -0.592
H -3.306 -7.058 -2.016
H -4.459 -5.833 -1.438
H -0.864 -3.693 -1.330
H -2.317 -4.003 -2.321
H -0.717 -3.897 -3.089
C -5.316 1.929 -0.271
O -5.658 3.222 0.184
P -7.223 3.552 0.374
O -7.957 2.616 1.281
O -7.789 3.609 -1.134
C -7.131 4.423 -2.083
O -7.224 5.092 0.844
C -8.483 5.706 1.027
H -4.585 1.494 0.416
H -6.187 1.271 -0.330
H -4.865 2.013 -1.263
H -6.713 3.783 -2.865
H -6.326 5.014 -1.638
H -7.862 5.100 -2.531
H -9.216 5.002 1.428
H -8.837 6.099 0.070
H -8.371 6.535 1.730
*
```